1.
{"formula": "C4H5NO", "method": "ωB97M-V with the def2-TZVPD basis set", "homo_lumo_gap_ev": 8.05, "relative_energy_kj_mol": 526.44, "homo_energy_ev": -7.74, "largest_force_ev_per_a": 0.5, "species": ["O", "C", "C", "N", "C", "C", "H", "H", "H", "H", "H"], "xyz": [[-1.06206, 0.77094, 1.66070], [-0.36438, 0.28084, 0.58380], [-0.64604, 0.91910, -0.70589], [-0.09577, 0.49755, -1.77732], [1.50937, -1.32766, -0.18008], [0.52024, -0.71415, 0.48215], [-0.80098, 0.30998, 2.46607], [-1.34731, 1.76059, -0.65157], [-0.37170, 1.06068, -2.57827], [1.27006, -2.35063, -0.50606], [1.38858, -1.20725, 1.20648]], "lowdin_charge": [0.028, -0.337, -0.180, 0.094, 0.089, -0.183, 0.106, 0.124, 0.050, 0.050, 0.159]}


2.
{"formula": "C14H30CaNO3P2", "method": "ωB97M-V with the def2-TZVPD basis set", "homo_lumo_gap_ev": [5.99, 4.85], "charge": 1, "relative_energy_kj_mol": 29.98, "homo_energy_ev": [-10.80, -10.80], "largest_force_ev_per_a": 2.9, "species": ["Ca", "P", "C", "C", "N", "C", "C", "C", "C", "C", "P", "H", "H", "H", "H", "H", "H", "H", "H", "O", "H", "H", "O", "H", "C", "H", "H", "H", "C", "H", "H", "H", "C", "H", "H", "H", "C", "H", "H", "H", "C", "C", "C", "O", "H", "H", "H", "H", "H", "H", "H"], "xyz": [[-0.03621, -0.42241, 0.80306], [-2.70114, -0.18882, -0.12386], [-2.20417, 0.13087, -1.83685], [-0.92784, 0.77783, -2.16213], [0.16576, 0.66853, -1.34005], [1.39359, 0.90882, -1.82859], [1.58573, 1.56474, -3.05056], [0.46541, 1.87229, -3.81856], [-0.79049, 1.47019, -3.38185], [2.65374, 0.53641, -1.03652], [2.60678, -1.02396, -0.01593], [-1.69223, 1.63255, -3.97193], [2.60827, 1.80354, -3.34603], [0.59237, 2.42407, -4.75298], [3.49703, 0.39950, -1.73706], [2.89319, 1.35292, -0.32565], [-2.14320, -1.23540, -2.39091], [-3.04702, 0.52553, -2.40780], [-0.64490, -2.30559, -1.68890], [-1.83094, -2.30224, -2.56644], [-1.95099, -2.45523, -3.51407], [-0.33288, -3.96853, 0.39724], [-0.03426, -2.16581, -0.82529], [-0.10399, -3.03940, -0.26661], [3.11204, -2.25671, -1.29450], [4.00756, -1.89600, -1.82242], [3.31023, -3.22396, -0.80704], [2.27485, -2.39658, -1.99499], [4.11908, -0.86784, 0.97174], [4.16929, -1.74932, 1.62945], [4.99838, -0.81403, 0.31693], [4.04947, 0.02632, 1.60789], [-3.54732, 1.33558, 0.38098], [-4.46609, 1.43403, -0.21392], [-3.77346, 1.24361, 1.45348], [-2.88671, 2.19956, 0.23324], [-4.09804, -1.34625, -0.38125], [-4.38689, -1.73271, 0.60730], [-4.94808, -0.81843, -0.84051], [-3.77174, -2.18586, -1.01398], [1.09151, 2.31495, 4.12228], [0.40308, 0.98542, 3.87178], [-0.93550, 0.97391, 4.58407], [0.27049, 0.64120, 2.53456], [0.48426, 3.15818, 3.78677], [2.04608, 2.35979, 3.60239], [1.28226, 2.45284, 5.19126], [1.05429, 0.25706, 4.38778], [-1.54667, 1.80125, 4.21680], [-1.48230, 0.05695, 4.38867], [-0.85167, 1.08663, 5.66948]], "lowdin_charge": [1.153, 0.801, -0.265, -0.304, 0.026, -0.287, 0.011, -0.017, 0.008, -0.279, 0.802, 0.126, 0.129, 0.126, 0.091, 0.109, 0.040, 0.108, 0.033, -0.104, 0.087, 0.232, -0.358, -0.058, -0.265, 0.049, 0.052, 0.032, -0.279, 0.052, 0.053, 0.050, -0.253, 0.052, 0.058, 0.055, -0.253, 0.053, 0.056, 0.038, -0.080, -0.632, -0.081, -0.529, 0.075, 0.065, 0.081, 0.125, 0.073, 0.062, 0.080]}


3.
{"formula": "C6H6NO", "method": "ωB97M-V with the def2-TZVPD basis set", "homo_lumo_gap_ev": 10.17, "charge": 1, "relative_energy_kj_mol": 486.10, "homo_energy_ev": -16.55, "largest_force_ev_per_a": 5.2, "species": ["C", "C", "C", "C", "C", "C", "N", "O", "H", "H", "H", "H", "H", "H"], "xyz": [[4.47793, -0.03039, 0.21169], [1.61260, 0.14670, -0.52298], [2.55532, -0.65865, -0.53390], [0.45025, 1.03270, -0.98284], [0.34181, 0.26500, 0.27875], [-0.56857, -0.86222, 0.50775], [4.83293, 0.92062, 0.73778], [3.81381, -0.95794, -0.41876], [0.76872, 2.03602, -1.03740], [-0.12719, 0.64029, -1.93455], [0.37078, 0.92995, 1.25965], [-1.58464, -0.55043, 0.93618], [-0.24673, -1.42659, 1.26576], [-0.63902, -1.38949, -0.32409]], "lowdin_charge": [-0.237, -0.026, 0.168, 0.067, -0.231, -0.014, 0.268, 0.203, 0.122, 0.197, 0.218, 0.156, 0.057, 0.053]}


4.
{"formula": "C21H28N4O7", "method": "ωB97M-V with the def2-TZVPD basis set", "homo_lumo_gap_ev": 8.22, "relative_energy_kj_mol": 180.10, "smiles": "COc1cc(/C=N/NC(=O)C(=O)NC[C@@H]2CCCO2)ccc1OCC(=O)N1CCOCC1", "homo_energy_ev": -8.05, "largest_force_ev_per_a": 1.4, "species": ["C", "H", "O", "C", "C", "C", "C", "C", "C", "O", "C", "C", "O", "N", "C", "H", "C", "O", "C", "H", "C", "H", "H", "H", "H", "H", "H", "H", "H", "H", "H", "C", "N", "N", "C", "O", "C", "O", "N", "H", "C", "H", "H", "C", "H", "C", "H", "H", "C", "H", "C", "H", "O", "H", "H", "H", "H", "H", "H", "H"], "xyz": [[-2.46997, -1.09665, 3.39790], [-2.98382, -1.06256, 4.35709], [-3.48374, -1.24855, 2.43177], [-3.11013, -1.33486, 1.12558], [-1.81513, -1.25743, 0.66150], [-1.54062, -1.33301, -0.71117], [-2.59131, -1.48237, -1.60834], [-3.89756, -1.56423, -1.15439], [-4.17202, -1.49976, 0.20175], [-5.41207, -1.57445, 0.76224], [-6.54098, -1.56931, -0.08143], [-6.68646, -0.32593, -0.96941], [-6.93053, -0.45112, -2.15651], [-6.56544, 0.87740, -0.38060], [-6.27313, 1.16955, 1.00644], [-6.21639, 0.26379, 1.60425], [-4.93867, 1.92417, 1.08395], [-4.96648, 3.09368, 0.29951], [-5.23600, 2.79188, -1.05102], [-5.24465, 3.74465, -1.58201], [-6.58255, 2.07750, -1.19679], [-6.76233, 1.78598, -2.23179], [-7.38799, 2.73334, -0.84995], [-4.43861, 2.15165, -1.45934], [-4.74081, 2.24469, 2.10758], [-4.12666, 1.26273, 0.74548], [-7.07048, 1.81611, 1.39331], [-6.54802, -2.44230, -0.74586], [-7.40241, -1.63758, 0.59043], [-4.69499, -1.67382, -1.87102], [-2.39571, -1.53564, -2.66863], [-0.17739, -1.25332, -1.17808], [0.79093, -1.11746, -0.36228], [2.04247, -1.05336, -0.83685], [3.13750, -0.91503, -0.05654], [3.17123, -0.82404, 1.15245], [4.40433, -0.88404, -0.92099], [4.35305, -0.97252, -2.13789], [5.51227, -0.78067, -0.18543], [5.39332, -0.64738, 0.81231], [6.83529, -0.64793, -0.73450], [6.75102, -0.74860, -1.81910], [7.47364, -1.44461, -0.33806], [7.44226, 0.71728, -0.37157], [6.74859, 1.50384, -0.69291], [8.84680, 0.90212, -0.97893], [8.84126, 1.61389, -1.80042], [9.21852, -0.05365, -1.35013], [9.68681, 1.37765, 0.20778], [10.72458, 1.05950, 0.14959], [8.94084, 0.74233, 1.37930], [9.08105, 1.26145, 2.32779], [7.57380, 0.83796, 1.03804], [9.23530, -0.31089, 1.49978], [9.64882, 2.46372, 0.29144], [2.22579, -1.11449, -1.84685], [-0.01275, -1.31782, -2.26126], [-0.97714, -1.13281, 1.32571], [-1.91144, -0.16721, 3.25014], [-1.77510, -1.94142, 3.38692]], "lowdin_charge": [-0.073, 0.095, -0.070, -0.206, 0.044, -0.214, -0.030, 0.006, -0.191, -0.044, -0.079, -0.447, 0.053, -0.036, -0.099, 0.123, -0.170, -0.125, -0.177, 0.128, -0.101, 0.125, 0.135, 0.132, 0.132, 0.123, 0.136, 0.140, 0.144, 0.110, 0.112, -0.090, 0.076, 0.046, -0.383, 0.087, -0.408, 0.055, 0.093, 0.147, -0.112, 0.132, 0.136, -0.313, 0.155, -0.125, 0.114, 0.114, -0.151, 0.111, -0.201, 0.123, -0.103, 0.123, 0.114, 0.149, 0.131, 0.110, 0.099, 0.100]}


5.
{"formula": "C11H13KNS2", "method": "ωB97M-V with the def2-TZVPD basis set", "homo_lumo_gap_ev": 4.68, "charge": -1, "homo_energy_ev": -2.50, "largest_force_ev_per_a": 4.4, "species": ["K", "S", "C", "C", "C", "C", "C", "C", "S", "H", "H", "H", "H", "C", "C", "C", "C", "C", "N", "H", "H", "H", "H", "H", "H", "H", "H", "H"], "xyz": [[1.41619, -0.27653, -2.21483], [3.54311, 1.48887, -1.41282], [3.68689, 0.67251, 0.12478], [4.99175, 0.37938, 0.56553], [5.22300, -0.27421, 1.77956], [4.11058, -0.56940, 2.66076], [2.87636, -0.18909, 2.26343], [2.62742, 0.42357, 1.07618], [0.86008, 0.60888, 0.67861], [5.80390, 0.36977, -0.16791], [6.17348, -0.69111, 2.13481], [4.24199, -1.07501, 3.57981], [1.90718, -0.50002, 2.76267], [-2.86891, -0.82306, 0.29708], [-3.07684, -0.12273, -1.10815], [-4.54507, -0.13647, -1.56589], [-2.53760, 1.27732, -0.95843], [-2.17395, -0.79861, -2.03853], [-1.39032, -1.29557, -2.74105], [-3.72016, -0.58327, 1.01274], [-1.96596, -0.50974, 0.66447], [-2.91992, -1.96015, 0.23227], [-5.13379, 0.51018, -0.83956], [-4.96425, -1.12579, -1.53818], [-4.81874, 0.27754, -2.55936], [-3.07009, 1.71109, -0.14557], [-2.82942, 1.90954, -1.83022], [-1.44691, 1.30211, -0.71221]], "lowdin_charge": [0.496, 0.266, -0.809, -0.193, -0.122, -0.140, -0.245, -0.732, 0.275, 0.075, 0.073, 0.061, 0.083, -0.027, -0.587, -0.056, -0.065, -0.186, 0.137, 0.104, 0.003, 0.107, 0.103, 0.068, 0.088, 0.075, 0.103, 0.046]}


Number 1: DFT total energy -285.2141 a.u.. Number 2: DFT total energy -2191.9532 a.u.. Number 3: DFT total energy -361.7066 a.u.. Number 4: DFT total energy -1562.7097 a.u.. Number 5: DFT total energy -1878.0738 a.u..